DFT (ωB97M-V/def2-TZVPD) results for a cluster of 6 separate species, C32H57N2O10PS in total.

```
! wB97M-V def2-TZVPD RIJCOSX def2/J DEFGRID3
* xyz 0 1
C -0.8176 1.1550 -2.9950
S 0.7884 1.6953 -2.5286
O 1.1039 2.9341 -3.1895
O 0.8505 1.6586 -1.0972
C 1.8955 0.4051 -3.1480
N 2.2265 -0.4515 -2.2368
C 3.0848 -1.4372 -2.5939
C 3.4668 -2.4232 -1.6502
P 2.8819 -2.4635 0.0530
O 3.6734 -3.3966 0.8608
O 2.8093 -0.9907 0.6157
O 1.3409 -2.9303 -0.0483
C 4.3158 -3.4240 -2.0267
C 4.8234 -3.4697 -3.3476
C 4.4644 -2.5355 -4.2658
C 3.5778 -1.4972 -3.9129
N 3.2027 -0.5928 -4.8526
C 2.3623 0.3444 -4.5039
C 1.9301 1.3082 -5.5794
C 1.6239 0.5668 -6.8949
C 0.4854 -0.4033 -6.7025
C -0.8251 0.0679 -6.6240
C -1.8826 -0.7971 -6.3969
C -1.6531 -2.1571 -6.2488
C -0.3572 -2.6403 -6.3343
C 0.6975 -1.7699 -6.5609
H -0.9801 1.2021 -4.0690
H -1.4965 1.8550 -2.5027
H -0.9818 0.1593 -2.5909
H 2.0723 -0.8889 1.2417
H 1.0713 -3.0648 -0.9633
H 4.6096 -4.1591 -1.2893
H 5.5126 -4.2619 -3.6086
H 4.8610 -2.5788 -5.2716
H 2.7377 2.0234 -5.7420
H 1.0239 1.8304 -5.2926
H 2.5114 0.0593 -7.2652
H 1.3102 1.3154 -7.6252
H -1.0164 1.1293 -6.7492
H -2.8974 -0.4265 -6.3253
H -2.4686 -2.8465 -6.0785
H -0.1423 -3.6947 -6.2160
H 1.7143 -2.1414 -6.6165
C -1.2156 -0.7857 4.5285
C -0.3047 -1.7090 3.7340
C -0.1528 -3.0621 4.4061
O 0.9769 -1.1024 3.5602
H -0.7958 -0.6138 5.5228
H -1.3093 0.1798 4.0297
H -2.2113 -1.2167 4.6445
H -0.7078 -1.8435 2.7284
H 0.3071 -2.9397 5.3901
H 0.4977 -3.7112 3.8192
H -1.1166 -3.5589 4.5305
H 1.3542 -0.9678 4.4392
C 3.4737 -4.5344 4.0487
C 4.3440 -5.1090 5.1524
C 5.1665 -6.2899 4.6609
O 3.5482 -5.4905 6.2799
H 2.7663 -5.2886 3.6906
H 2.8920 -3.6900 4.4198
H 4.0629 -4.1954 3.1972
H 5.0141 -4.3343 5.5285
H 4.5071 -7.0942 4.3228
H 5.7893 -6.6857 5.4640
H 5.8091 -6.0023 3.8281
H 2.9373 -6.1736 5.9834
C -4.2057 4.5146 -1.3393
C -4.7711 3.2013 -1.8523
C -6.2790 3.1366 -1.6712
O -4.1438 2.0924 -1.2024
H -4.4051 4.6201 -0.2690
H -3.1238 4.5471 -1.4770
H -4.6559 5.3626 -1.8544
H -4.5275 3.0891 -2.9105
H -6.5344 3.2046 -0.6102
H -6.6703 2.1912 -2.0487
H -6.7711 3.9581 -2.1921
H -4.3358 2.1577 -0.2609
C -7.6135 8.0931 0.0616
C -6.6216 8.0172 -1.0884
C -6.7831 9.1853 -2.0483
O -6.7584 6.7770 -1.7831
H -8.6380 8.0540 -0.3189
H -7.4784 7.2500 0.7392
H -7.4940 9.0177 0.6275
H -5.6052 8.0109 -0.6915
H -7.7841 9.1775 -2.4887
H -6.0613 9.1144 -2.8619
H -6.6412 10.1391 -1.5388
H -7.6478 6.7419 -2.1521
C 2.8265 -1.1907 8.9731
C 2.5993 -1.7990 7.5991
C 3.8933 -1.8999 6.8104
O 1.6320 -1.0311 6.8718
H 3.2270 -0.1773 8.8782
H 1.8884 -1.1272 9.5248
H 3.5328 -1.7850 9.5533
H 2.1588 -2.7910 7.7044
H 4.3232 -0.9051 6.6584
H 3.7107 -2.3372 5.8298
H 4.6258 -2.5154 7.3335
H 1.9886 -0.1424 6.7582
*
```

Orbital gap ... 8.5415 eV
SMILES string ... CS(=O)(=O)c1nc2c(P(=O)(O)O)cccc2nc1CCc1ccccc1.CC(C)O.CC(C)O.CC(C)O.CC(C)O.CC(C)O

Atom charges from the Löwdin analysis, given in e for atoms 1 to 8: -0.12, 0.64, -0.31, -0.30, -0.23, 0.17, -0.18, -0.17

***

DFT (ωB97M-V/def2-TZVPD) results for a structure of composition C32H57N2O2P2W at a distorted geometry.

```
! wB97M-V def2-TZVPD RIJCOSX def2/J DEFGRID3
* xyz 3 3
C -2.1910 1.0704 1.5195
C -2.6785 -1.1109 0.7713
C -3.4591 1.2208 2.0906
C -3.9513 -1.0370 1.4240
C -4.3647 0.1163 2.0606
H -3.6987 2.1515 2.5855
H -4.6149 -1.9125 1.3286
H -5.3292 0.2334 2.5509
N -1.7896 -0.0364 0.8626
P 0.5824 1.5934 1.7995
P -0.8363 -2.1164 -1.0954
C -1.1591 2.1871 1.5595
H -1.2298 2.7755 0.6244
H -1.3744 2.8868 2.3785
C 1.9984 -0.6058 -0.6708
O 3.0948 -0.8214 -1.0507
C -2.2787 -2.1704 -0.0482
H -2.9292 -3.0437 -0.0642
C -1.5709 -1.6334 -2.7839
C -0.1631 -3.9229 -1.2180
C 1.7683 3.0262 1.3438
C 0.6431 1.1595 3.6546
C -0.4048 -1.1521 -3.6599
H 0.2395 -1.9862 -3.9726
H -0.8242 -0.6863 -4.5633
H 0.2169 -0.3939 -3.1610
C -2.3274 -2.7837 -3.4769
H -1.6756 -3.5981 -3.8256
H -3.1387 -3.1818 -2.8483
H -2.7939 -2.3479 -4.3755
C -2.5773 -0.5019 -2.5395
H -2.8750 -0.0523 -3.4965
H -3.4766 -0.8741 -2.0333
H -2.1472 0.2984 -1.9353
C 0.8332 -3.9732 -2.3951
H 1.5801 -3.1614 -2.3256
H 1.3871 -4.9257 -2.3425
H 0.3349 -3.9281 -3.3716
C 0.6192 -4.2727 0.0450
H 1.5163 -3.6538 0.0518
H 0.0249 -4.1188 0.9550
H 0.9689 -5.3264 0.0338
C -1.2700 -4.9723 -1.3113
H -1.8967 -4.8572 -2.2002
H -0.7647 -5.9514 -1.3588
H -1.8929 -4.9458 -0.4070
C 2.0037 0.4973 3.9084
H 2.0530 0.2347 4.9774
H 2.1141 -0.4138 3.3031
H 2.8497 1.1630 3.6898
C -0.4756 0.1580 3.9849
H -1.4507 0.6604 4.0222
H -0.5168 -0.6779 3.2721
H -0.2958 -0.2657 4.9863
C 0.4444 2.3944 4.5618
H 0.2231 2.0273 5.5771
H 1.3499 3.0077 4.6353
H -0.4000 3.0210 4.2344
C 0.9897 4.0535 0.5232
H 0.2183 4.5767 1.1091
H 1.6932 4.8112 0.1435
H 0.5329 3.5533 -0.3401
C 2.8639 2.3987 0.4654
H 2.4762 1.9872 -0.4810
H 3.5749 3.1939 0.1968
H 3.4138 1.6113 1.0031
C 2.4096 3.7530 2.5343
H 1.6487 4.3094 3.1032
H 2.9881 3.0726 3.1765
H 3.1101 4.4950 2.1137
W 0.1415 -0.0992 -0.0685
N -0.2716 1.3118 -1.2837
C -0.1980 2.0714 -2.1727
C -0.3369 3.0174 -3.2521
C -1.6973 2.7635 -3.8646
C -0.2663 4.3819 -2.6020
C 0.7982 2.7883 -4.2321
H -1.7337 1.7687 -4.3272
H -2.4838 2.8731 -3.1052
H -1.8382 3.5179 -4.6316
H 0.7325 4.5369 -2.1802
H -0.4318 5.1361 -3.3615
H -1.0533 4.4650 -1.8402
H 0.6783 3.5193 -5.0245
H 1.7659 2.9391 -3.7388
H 0.7403 1.7789 -4.6558
C 1.8909 -3.3290 2.9595
C 2.4582 -2.4963 1.8728
C 3.7876 -2.7644 1.2726
O 1.7823 -1.5386 1.4134
H 2.4939 -3.0857 3.8534
H 1.9334 -4.4086 2.7343
H 0.8351 -3.0204 3.0881
H 3.7165 -3.0784 0.2122
H 4.3259 -1.8029 1.2558
H 4.2874 -3.5315 1.8695
*
```

Orbital gap (alpha / beta) ... 4.6665 / 4.5319 eV
<S²> ... 2.032

Atom charges from the Löwdin analysis, given in e for atoms 1 to 8: -0.31, -0.29, 0.08, 0.05, 0.03, 0.14, 0.15, 0.14

***

DFT (ωB97M-V/def2-TZVPD) results for a structure of composition C32H58CdF3O20 at a distorted geometry.

```
! wB97M-V def2-TZVPD RIJCOSX def2/J DEFGRID3
* xyz 1 1
Cd 0.9594 -1.4807 -3.2166
C -1.5949 -0.8946 -2.2434
O -0.3873 -0.8311 -1.3647
O -1.1227 -1.5049 -3.3499
C -2.9324 -1.1671 -1.5604
F -3.2636 -0.1142 -0.8031
F -3.8580 -1.3364 -2.5104
F -2.9326 -2.2751 -0.7913
C -0.3933 -0.2523 -0.0627
C 0.9884 -0.4313 0.5215
H 0.8502 -0.3152 1.5991
H 1.2634 -1.4863 0.4268
H 1.7719 0.2036 0.1130
H -1.1149 -0.8069 0.5408
H -0.6388 0.8162 -0.0873
H -1.6435 0.2046 -2.3689
C 0.3971 -4.5713 -2.9343
O 0.9361 -3.5355 -3.7434
C 1.5122 -4.0031 -4.9748
C 1.6196 -2.8614 -5.9886
O 1.5768 -1.6292 -5.2234
C 1.5569 -0.3891 -5.9666
C 1.8511 0.7329 -4.9502
O 1.2134 0.4983 -3.6702
C 1.0212 1.7535 -2.9855
H -0.5187 -5.0163 -3.3316
H 0.0927 -4.1290 -1.9858
H 1.1114 -5.3802 -2.7685
H 1.0014 -4.8680 -5.3954
H 2.5404 -4.3077 -4.7655
H 0.9810 -2.9321 -6.8678
H 2.6534 -2.8184 -6.3398
H 0.5371 -0.3131 -6.3498
H 2.2316 -0.3843 -6.8222
H 1.5453 1.6523 -5.4553
H 2.9226 0.8707 -4.7920
H 0.3916 2.3891 -3.6129
H 1.9630 2.3093 -2.9940
H 0.6367 1.6826 -1.9758
C 3.4159 0.8897 3.4385
O 2.9907 0.5315 4.7267
C 3.2852 1.4936 5.7214
C 2.2657 1.3867 6.8446
O 1.8333 2.6917 7.1746
C 0.9957 2.7671 8.2939
C -0.4288 2.2227 8.0318
O -0.9416 1.4110 9.0512
C -1.1650 2.0700 10.2739
H 3.0176 0.1941 2.6984
H 4.5079 0.9376 3.3669
H 2.9595 1.8635 3.2131
H 3.4015 2.5149 5.3373
H 4.2994 1.4109 6.1341
H 2.8125 0.9679 7.6961
H 1.4907 0.6684 6.5731
H 0.8749 3.8314 8.5107
H 1.4532 2.2930 9.1702
H -0.2757 1.5758 7.1620
H -1.0553 3.0158 7.6118
H -1.6898 3.0208 10.0793
H -0.2933 2.4800 10.8030
H -1.7561 1.3955 10.8840
C -3.1176 -3.5913 -5.4696
C -3.3108 -2.5679 -6.6013
C -2.1027 -2.3590 -7.4866
O -2.5869 -2.4021 -8.8133
C -3.7980 -3.0208 -8.7928
O -4.3509 -3.4442 -9.7577
O -4.2016 -3.2073 -7.5429
H -2.5529 -3.0644 -4.6950
H -2.7179 -4.5453 -5.8091
H -4.0881 -3.8097 -5.0214
H -3.6848 -1.6797 -6.0923
H -1.3639 -3.1399 -7.2897
H -1.6952 -1.3749 -7.2460
C -3.0136 4.0359 -1.0560
C -4.4166 3.8769 -1.6988
C -5.4408 3.2460 -0.7374
O -6.5965 4.0636 -0.8696
C -6.1894 5.2700 -1.3365
O -6.7945 6.2850 -1.3257
O -4.9209 5.1851 -1.8479
H -2.4366 3.1274 -0.8779
H -2.8602 4.7857 -0.2844
H -2.4617 4.4869 -1.8950
H -4.4630 3.2313 -2.5768
H -5.0373 3.0930 0.2644
H -5.7228 2.2602 -1.1127
C 6.8669 0.7908 0.7810
C 6.0827 1.1849 -0.4571
C 4.6060 0.9634 -0.5009
O 4.1915 1.9903 -1.4016
C 5.0911 3.0088 -1.3729
O 4.9458 4.0804 -1.8188
O 6.1624 2.5980 -0.6009
H 6.2202 0.8383 1.6620
H 7.7513 1.3928 0.9753
H 7.2371 -0.2369 0.7992
H 6.5782 0.7652 -1.3428
H 4.1624 1.0855 0.4892
H 4.3634 0.0238 -0.9938
C -1.2860 -2.9189 6.3760
C -1.5569 -1.6521 5.5424
C -1.0155 -1.8131 4.0947
O -2.1565 -2.0256 3.2788
C -3.2464 -1.9367 4.0264
O -4.3691 -2.1134 3.6740
O -2.9509 -1.5543 5.2960
H -1.9503 -2.9420 7.2375
H -0.2851 -2.7520 6.7876
H -1.3178 -3.8350 5.7928
H -1.1226 -0.7700 6.0095
H -0.3718 -2.6921 4.0635
H -0.4280 -0.9329 3.8293
*
```

Orbital gap ... 7.2409 eV
Energy above the lowest of the compared OMol25 structures with the same formula, charge and spin ... 0.00 kcal/mol

Atom charges from the Löwdin analysis, given in e for atoms 1 to 8: 1.51, -0.40, -0.22, -0.26, -0.57, 0.15, 0.17, 0.16

***

DFT (ωB97M-V/def2-TZVPD) results for a cluster of 6 separate species, C32H58ClN5O9 in total.

```
! wB97M-V def2-TZVPD RIJCOSX def2/J DEFGRID3
* xyz 0 1
O 1.6526 3.1570 -1.5966
C 1.2143 2.3832 -0.7910
O 1.9445 1.9543 0.2542
C 1.3267 0.8164 0.8877
C 2.1240 -0.4490 0.6092
C 1.9723 -1.0026 -0.7994
C 2.8572 -2.2055 -1.1331
Cl 3.1595 -3.2900 0.2577
C -0.1579 0.8114 0.4312
C -0.9834 1.1913 1.6503
O -2.3902 1.1498 1.4873
C -2.8880 -0.1197 1.2684
C -3.1298 -0.5700 -0.0249
C -3.6638 -1.8406 -0.2310
C -3.9553 -2.6682 0.8510
C -3.7032 -2.2049 2.1406
C -3.1768 -0.9367 2.3558
C -0.1809 1.7896 -0.7672
C -1.2117 2.9248 -0.8672
C -2.3964 2.6372 -1.8074
C -3.7718 3.0776 -1.2886
O -3.8672 3.1380 0.1236
H 1.3876 1.0114 1.9593
H 3.1760 -0.2045 0.7748
H 1.8526 -1.1974 1.3531
H 2.2343 -0.2200 -1.5139
H 0.9350 -1.2820 -0.9891
H 2.3806 -2.8240 -1.8861
H 3.8195 -1.9045 -1.5306
H -0.3892 -0.1981 0.1043
H -0.7355 2.2108 1.9498
H -0.7046 0.5220 2.4724
H -2.9032 0.0775 -0.8606
H -3.8582 -2.1583 -1.2470
H -4.3692 -3.6473 0.6707
H -3.9305 -2.8475 2.9809
H -2.9801 -0.6040 3.3661
H -0.2272 1.1973 -1.6862
H -1.5587 3.2464 0.1119
H -0.6593 3.7575 -1.3041
H -2.2155 3.1839 -2.7288
H -2.3903 1.5830 -2.0888
H -4.5265 2.4001 -1.6976
H -4.0165 4.0677 -1.6736
H -4.2579 2.3284 0.4606
C -0.5582 5.4250 -3.7777
O -1.4667 4.7699 -4.2569
N -0.6740 6.7089 -3.3894
C 0.4345 7.4390 -2.8127
C -1.9584 7.3674 -3.5537
H 0.4475 5.0059 -3.6084
H 0.1956 7.7749 -1.8017
H 0.6847 8.3119 -3.4193
H 1.3057 6.7884 -2.7630
H -2.7333 6.8441 -2.9926
H -2.2543 7.3769 -4.6028
H -1.8789 8.3893 -3.1908
C 3.7635 0.5800 -4.2476
O 4.1455 -0.5331 -4.5651
N 4.5289 1.6817 -4.2276
C 3.9897 2.9565 -3.7965
C 5.9178 1.5738 -4.6366
H 2.7207 0.7852 -3.9511
H 4.0484 3.6947 -4.5994
H 4.5338 3.3345 -2.9296
H 2.9506 2.8238 -3.5102
H 5.9898 1.2228 -5.6662
H 6.4521 0.8639 -4.0045
H 6.3838 2.5526 -4.5545
C -2.0249 -3.0621 5.7311
O -1.4214 -2.1929 5.1327
N -3.0227 -2.8286 6.6070
C -3.7120 -3.8998 7.2939
C -3.4096 -1.4515 6.8606
H -1.8042 -4.1348 5.6004
H -4.7775 -3.8946 7.0554
H -3.5978 -3.8068 8.3758
H -3.2932 -4.8549 6.9830
H -3.7433 -0.9688 5.9414
H -2.5671 -0.8805 7.2511
H -4.2201 -1.4413 7.5853
C -3.2215 -5.3191 -1.4622
O -3.6717 -5.5903 -0.3653
N -3.3808 -6.0833 -2.5590
C -2.8202 -5.7166 -3.8421
C -4.1407 -7.3156 -2.4362
H -2.6295 -4.4063 -1.6484
H -3.6056 -5.5971 -4.5911
H -2.1184 -6.4759 -4.1924
H -2.2873 -4.7725 -3.7458
H -5.1574 -7.1082 -2.1019
H -3.6782 -7.9805 -1.7068
H -4.1721 -7.8076 -3.4053
C 6.6956 -2.4231 4.2659
O 7.5984 -2.4144 5.0794
N 6.2584 -1.3318 3.6055
C 5.1777 -1.3919 2.6444
C 6.9032 -0.0600 3.8783
H 6.1475 -3.3412 3.9939
H 5.5182 -1.0676 1.6581
H 4.3495 -0.7508 2.9559
H 4.8136 -2.4126 2.5618
H 7.9672 -0.1097 3.6452
H 6.8056 0.2036 4.9317
H 6.4351 0.7093 3.2683
*
```

Orbital gap ... 9.3858 eV
SMILES string ... O=C1O[C@H](CCCCl)[C@@H](COc2ccccc2)[C@H]1CCCO.CN(C)C=O.CN(C)C=O.CN(C)C=O.CN(C)C=O.CN(C)C=O

Atom charges from the Löwdin analysis, given in e for atoms 1 to 8: 0.10, -0.44, 0.08, -0.24, -0.16, -0.24, -0.55, 0.58